1.
# C22H35Br8FN3O

A 5-piece molecular cluster, C22H35Br8FN3O overall (ωB97M-V/def2-TZVPD, OMol25).

The geometry in XYZ format:
```
70
Properties=species:S:1:pos:R:3
N 3.997 -1.386 1.244
C 2.684 -1.775 1.345
N 2.255 -2.959 0.453
N 1.635 -1.204 2.271
C 1.516 0.300 2.179
C -0.009 0.869 1.981
C -0.721 0.480 0.558
C -2.130 1.341 0.361
C -3.224 1.096 1.566
F -2.889 1.918 2.780
C -4.698 1.679 1.096
C -5.508 0.678 0.059
O -5.119 0.450 -1.225
C -6.893 -0.015 0.674
C -6.712 -1.284 1.706
C -8.034 -1.994 2.398
C -9.546 -1.439 2.032
C -9.705 -0.190 0.969
C -8.390 0.544 0.303
H 4.137 -0.609 1.926
H 2.943 -3.721 0.719
H 2.515 -2.691 -0.526
H 0.696 -1.600 1.962
H 2.266 0.775 1.383
H 1.892 0.723 3.230
H 0.067 2.057 2.043
H -0.669 0.520 2.883
H -0.033 0.810 -0.360
H -0.908 -0.671 0.414
H -2.621 0.906 -0.624
H -1.928 2.491 0.135
H -4.601 2.772 0.648
H -5.324 1.808 2.100
H -5.631 -1.682 1.949
H -7.840 -2.880 3.145
H -10.474 -1.947 2.535
H -10.802 0.159 0.718
H -8.547 1.457 -0.427
Br 4.967 0.847 -3.448
C 3.794 -0.182 -2.276
C 2.341 0.047 -2.621
Br 1.720 1.771 -1.952
H 4.046 0.095 -1.249
H 4.070 -1.226 -2.445
H 1.707 -0.694 -2.126
H 2.141 0.031 -3.696
Br 6.492 2.880 -6.445
C 6.548 1.360 -7.667
C 5.160 0.970 -8.117
Br 4.216 -0.015 -6.722
H 7.081 0.556 -7.152
H 7.147 1.701 -8.516
H 5.210 0.282 -8.966
H 4.533 1.825 -8.384
Br 4.967 -5.278 2.127
C 3.794 -6.306 3.299
C 2.341 -6.077 2.954
Br 1.720 -4.353 3.623
H 4.046 -6.029 4.326
H 4.070 -7.351 3.130
H 1.707 -6.819 3.449
H 2.141 -6.094 1.879
Br 2.860 4.970 2.873
C 1.993 4.994 1.125
C 0.659 5.703 1.186
Br -0.706 4.571 1.998
H 1.917 3.955 0.792
H 2.686 5.531 0.472
H 0.290 5.916 0.179
H 0.688 6.632 1.762
```

Properties
2S+1 ... 1
Kohn-Sham gap ... 4.08 eV
Charge ... -1
E_HOMO ... -2.4 eV

---

2.
# C37H40P2S2Sb2Ti

C37H40P2S2Sb2Ti as an isolated structure (ωB97M-V/def2-TZVPD, OMol25).

The geometry in XYZ format:
```
84
Properties=species:S:1:pos:R:3
Ti 0.223 -0.122 -1.106
S 2.635 0.304 -0.780
P 1.841 0.398 1.117
C 0.241 -0.097 1.143
P -0.350 -1.668 1.204
S -0.863 -2.320 -0.674
C -1.836 -1.766 2.235
C -2.576 -2.945 2.281
C -3.699 -3.021 3.088
C -4.090 -1.924 3.847
C -3.357 -0.749 3.799
C -2.227 -0.670 2.992
C 0.720 -2.936 1.950
C 1.358 -3.899 1.179
C 2.202 -4.827 1.779
C 2.416 -4.788 3.146
C 1.787 -3.820 3.920
C 0.941 -2.899 3.328
C 2.973 -0.428 2.282
C 2.941 -0.067 3.626
C 3.764 -0.707 4.540
C 4.614 -1.720 4.119
C 4.639 -2.090 2.782
C 3.825 -1.444 1.863
C 1.971 2.131 1.637
C 3.156 2.837 1.449
C 3.252 4.151 1.878
C 2.169 4.767 2.492
C 0.987 4.068 2.678
C 0.888 2.748 2.251
H -2.278 -3.798 1.683
H -4.274 -3.938 3.124
H -4.970 -1.988 4.475
H -3.661 0.107 4.389
H -1.638 0.238 2.938
H 1.184 -3.924 0.111
H 2.689 -5.580 1.172
H 3.074 -5.511 3.613
H 1.960 -3.782 4.988
H 0.450 -2.151 3.940
H 2.281 0.725 3.962
H 3.740 -0.413 5.581
H 5.255 -2.220 4.834
H 5.294 -2.885 2.448
H 3.851 -1.725 0.818
H 3.998 2.362 0.959
H 4.174 4.698 1.730
H 2.247 5.794 2.825
H 0.139 4.545 3.154
H -0.026 2.179 2.380
C 2.323 -0.261 -4.760
Sb 0.356 -0.327 -3.927
C -0.328 -2.029 -5.018
C -0.527 1.189 -5.201
C -2.012 1.285 -5.002
C -2.836 0.395 -5.696
C -4.210 0.394 -5.538
C -4.797 1.307 -4.674
C -3.998 2.206 -3.991
C -2.609 2.216 -4.134
C -1.816 3.214 -3.345
Sb -1.105 2.411 -1.467
C -2.864 1.341 -0.876
C -1.367 4.147 -0.258
H 2.278 -0.291 -5.848
H 2.889 -1.121 -4.403
H 2.843 0.641 -4.440
H -0.121 -1.904 -6.081
H -1.395 -2.181 -4.865
H 0.202 -2.908 -4.653
H -0.301 0.906 -6.230
H -0.024 2.135 -5.003
H -2.378 -0.310 -6.381
H -4.818 -0.310 -6.091
H -5.871 1.326 -4.539
H -4.458 2.930 -3.327
H -2.444 4.070 -3.093
H -0.959 3.591 -3.901
H -3.748 1.976 -0.828
H -2.660 0.899 0.100
H -3.026 0.535 -1.592
H -2.328 4.606 -0.489
H -0.566 4.870 -0.398
H -1.361 3.823 0.781
```

Properties
2S+1 ... 3
Kohn-Sham gap (alpha / beta) ... 6.87 / 7.97 eV
<S²> ... 2.01
Charge ... 0
E_HOMO (alpha / beta) ... -6.3 / -7.5 eV

---

3.
# C29H58O13

A 8-piece molecular cluster, C29H58O13 overall (ωB97M-V/def2-TZVPD, OMol25).

The geometry in XYZ format:
```
100
Properties=species:S:1:pos:R:3
C 5.210 -3.382 -0.994
C 4.010 -3.533 -1.924
O 4.051 -4.684 -2.687
C 2.914 -5.326 -3.109
C 3.304 -6.499 -4.063
O 1.786 -5.060 -2.734
H 5.090 -2.717 -0.264
H 6.153 -3.378 -1.492
H 5.138 -4.350 -0.387
H 3.077 -3.446 -1.200
H 4.316 -2.525 -2.604
H 3.567 -6.037 -4.984
H 2.211 -7.056 -4.181
H 4.235 -7.106 -3.671
C -7.865 6.089 -0.843
C -7.869 4.808 -1.382
O -6.739 4.099 -0.874
C -6.457 2.868 -1.324
C -5.049 2.372 -0.902
O -7.093 2.142 -2.093
H -6.923 6.323 -1.219
H -7.853 5.950 0.393
H -8.593 6.727 -1.166
H -8.678 4.229 -1.208
H -7.923 4.819 -2.500
H -5.211 1.358 -0.583
H -4.588 2.933 -0.019
H -4.281 2.422 -1.640
C 1.464 -1.314 4.066
C 2.758 -1.939 4.580
O 2.948 -1.812 5.967
C 3.972 -2.449 6.579
C 4.229 -1.799 7.909
O 4.715 -3.343 6.112
H 0.604 -1.818 4.505
H 1.336 -1.605 2.920
H 1.575 -0.231 4.162
H 2.724 -3.000 4.395
H 3.773 -1.433 4.203
H 4.470 -0.750 7.756
H 5.132 -2.336 8.422
H 3.265 -1.966 8.537
C -1.327 1.706 0.285
C -0.058 0.790 -0.031
O -0.133 -0.242 -0.882
C 0.999 -0.817 -1.445
C 0.646 -1.894 -2.551
O 2.040 -0.664 -0.961
H -1.514 2.119 -0.734
H -1.263 2.428 1.139
H -2.062 0.874 0.395
H 1.001 1.237 0.254
H 0.030 0.024 0.812
H 0.384 -1.344 -3.404
H -0.181 -2.500 -2.314
H 1.610 -2.331 -2.816
C -2.055 -2.814 2.707
C -2.694 -1.462 2.302
O -2.168 -0.428 3.099
C -2.798 0.755 3.236
C -2.011 1.759 4.146
O -3.888 1.049 2.649
H -2.611 -3.522 2.183
H -2.102 -2.980 3.762
H -1.006 -2.786 2.423
H -2.230 -1.184 1.296
H -3.814 -1.404 2.435
H -2.692 2.608 4.370
H -1.348 2.027 3.610
H -1.644 1.432 4.977
C 6.308 0.928 -3.569
C 5.167 1.830 -3.041
C 4.063 1.055 -2.574
O 5.212 3.126 -3.341
H 6.958 1.456 -4.343
H 5.805 0.210 -4.295
H 7.122 0.538 -2.968
H 4.328 -0.003 -2.341
H 3.228 1.032 -3.288
H 3.535 1.384 -1.466
C 3.376 4.814 -0.211
C 1.892 4.550 0.083
C 0.813 5.227 -0.833
O 1.398 3.843 1.081
H 4.153 4.401 0.710
H 3.512 5.947 -0.257
H 3.467 4.389 -1.187
H -0.160 5.067 -0.363
H 0.770 4.829 -1.853
H 0.954 6.251 -0.839
C -5.100 -1.059 -2.399
C -4.546 -2.470 -2.711
C -3.034 -2.475 -2.895
O -5.383 -3.533 -2.936
H -4.510 -0.855 -1.477
H -5.982 -0.884 -2.265
H -4.815 -0.440 -3.236
H -3.163 -3.518 -3.251
H -2.818 -2.531 -1.761
H -2.570 -1.789 -3.576
```

Properties
2S+1 ... 1
Kohn-Sham gap ... 9.80 eV
SMILES ... CCOC(C)=O.CCOC(C)=O.CCOC(C)=O.CCOC(C)=O.CCOC(C)=O.CC(C)=O.CC(C)=O.CC(C)=O
Charge ... 0
E_HOMO ... -9.6 eV

---

4.
# C20H60O10S10

A 10-piece molecular cluster, C20H60O10S10 overall (ωB97M-V/def2-TZVPD, OMol25).

The geometry in XYZ format:
```
100
Properties=species:S:1:pos:R:3
C -4.300 0.217 2.798
S -2.930 1.048 3.764
O -1.922 -0.088 3.741
C -2.302 2.262 2.579
H -4.436 -0.797 3.174
H -3.968 0.325 1.765
H -5.173 0.807 3.076
H -2.378 2.047 1.513
H -1.300 2.689 2.550
H -2.903 3.160 2.723
C 3.887 -3.242 3.331
S 2.845 -1.754 3.243
O 2.984 -1.002 1.892
C 1.141 -2.544 3.206
H 4.930 -2.932 3.262
H 3.794 -3.923 2.485
H 3.799 -3.908 4.190
H 0.835 -2.577 2.160
H 0.578 -1.778 3.741
H 1.218 -3.612 3.408
C -0.316 -0.225 0.643
S 0.444 1.141 -0.501
O 1.430 1.907 0.335
C 1.533 0.052 -1.505
H 0.522 -0.462 1.299
H -0.617 -1.055 0.005
H -1.021 0.012 1.440
H 1.008 -0.889 -1.669
H 2.561 -0.024 -1.151
H 1.586 0.550 -2.474
C 4.021 -3.263 -1.824
S 2.477 -3.541 -0.804
O 1.288 -3.638 -1.749
C 2.641 -5.311 -0.244
H 4.879 -3.641 -1.269
H 4.165 -2.317 -2.346
H 3.927 -4.011 -2.611
H 2.552 -6.060 -1.031
H 2.008 -5.442 0.633
H 3.672 -5.307 0.110
C 6.477 1.989 -4.915
S 6.005 3.732 -5.248
O 5.849 3.852 -6.748
C 4.292 3.528 -4.536
H 7.181 1.442 -5.541
H 5.589 1.357 -4.919
H 7.000 2.009 -3.959
H 4.461 3.981 -3.559
H 3.916 2.509 -4.445
H 3.595 4.158 -5.090
C -2.664 1.685 -3.329
S -3.292 3.389 -2.849
O -2.085 4.292 -2.948
C -4.147 3.682 -4.521
H -3.271 1.028 -3.953
H -2.290 1.203 -2.426
H -1.867 1.864 -4.050
H -3.726 3.197 -5.401
H -4.092 4.744 -4.759
H -5.199 3.465 -4.334
C -3.307 -2.241 -0.236
S -4.721 -1.125 -0.585
O -4.137 0.280 -0.624
C -5.332 -1.596 -2.320
H -2.875 -1.792 0.658
H -2.544 -2.108 -1.003
H -3.666 -3.267 -0.158
H -5.839 -0.668 -2.584
H -6.109 -2.355 -2.418
H -4.433 -1.863 -2.876
C 2.810 4.991 -0.261
S 1.300 6.070 -0.287
O 1.801 7.371 -0.853
C 0.551 5.094 -1.672
H 3.246 5.412 0.645
H 3.471 5.205 -1.101
H 2.528 3.945 -0.143
H 1.353 4.541 -2.161
H 0.175 5.745 -2.461
H -0.068 4.283 -1.288
C -3.983 -7.053 2.612
S -4.008 -5.214 2.957
O -2.584 -4.615 2.636
C -5.073 -4.770 1.565
H -3.389 -7.282 1.727
H -4.991 -7.337 2.311
H -3.518 -7.582 3.444
H -4.474 -4.982 0.679
H -5.407 -3.735 1.501
H -5.960 -5.374 1.374
C 0.421 2.579 5.454
S 1.763 3.158 4.227
O 3.077 3.326 4.908
C 2.062 1.575 3.305
H 0.179 3.497 5.989
H 0.666 1.940 6.302
H -0.455 2.171 4.947
H 2.611 1.771 2.384
H 1.117 1.033 3.273
H 2.850 0.993 3.782
```

Properties
2S+1 ... 1
Kohn-Sham gap ... 8.06 eV
Charge ... 0
E_HOMO ... -8.1 eV

---

5.
# C4H7N3O2

A 2-piece molecular cluster, C4H7N3O2 overall (ωB97M-V/def2-TZVPD, OMol25).

The geometry in XYZ format:
```
16
Properties=species:S:1:pos:R:3
N 0.079 0.423 -0.081
C 1.296 -1.853 0.414
C -0.396 1.798 -0.164
C -0.605 -0.638 -0.330
N 0.597 2.652 0.225
C -1.528 -1.306 -0.955
O 1.588 -1.897 1.768
N -1.533 2.182 -0.556
O 1.621 -2.776 -0.295
H 2.094 -2.716 1.940
H 1.042 0.034 0.191
H 0.324 3.619 0.306
H 1.301 2.328 0.867
H -2.140 1.425 -0.852
H -1.643 -1.202 -2.029
H -2.098 -2.074 -0.448
```

Properties
2S+1 ... 1
Kohn-Sham gap (alpha / beta) ... 6.82 / 6.83 eV
Charge ... 0
E_HOMO (alpha / beta) ... -7.6 / -7.6 eV

---

6.
# C17H36NO2

An isolated ion of composition C17H36NO2 and charge +1 (ωB97M-V/def2-TZVPD, OMol25).

The geometry in XYZ format:
```
56
Properties=species:S:1:pos:R:3
C 2.119 -4.575 -6.282
C 2.460 -5.740 -5.360
C 3.000 -5.297 -4.000
C 1.957 -4.594 -3.134
C 2.504 -4.259 -1.748
C 1.464 -3.561 -0.874
C 2.020 -3.225 0.508
C 0.971 -2.658 1.466
C 0.462 -1.277 1.055
C -0.506 -0.715 2.094
C -1.166 0.598 1.670
C -0.165 1.746 1.607
O -0.812 2.974 1.206
C -1.374 3.707 2.129
O -1.399 3.500 3.313
C -2.018 4.942 1.456
N -2.700 5.882 2.376
C -3.798 5.197 3.089
C -3.259 6.993 1.582
C -1.742 6.426 3.359
H 1.301 -3.983 -5.879
H 2.984 -3.928 -6.411
H 1.819 -4.944 -7.259
H 1.571 -6.357 -5.210
H 3.214 -6.363 -5.846
H 3.852 -4.630 -4.151
H 3.362 -6.177 -3.464
H 1.633 -3.672 -3.620
H 1.082 -5.241 -3.029
H 3.380 -3.614 -1.852
H 2.829 -5.179 -1.256
H 1.136 -2.649 -1.377
H 0.594 -4.212 -0.763
H 2.841 -2.512 0.406
H 2.430 -4.136 0.948
H 0.129 -3.350 1.527
H 1.411 -2.585 2.464
H -0.049 -1.348 0.094
H 1.317 -0.609 0.937
H -1.296 -1.448 2.265
H 0.016 -0.568 3.041
H -1.945 0.855 2.392
H -1.633 0.477 0.690
H 0.307 1.897 2.582
H 0.592 1.575 0.842
H -2.732 4.571 0.716
H -1.224 5.467 0.918
H -4.314 5.902 3.737
H -3.396 4.390 3.698
H -4.511 4.787 2.377
H -3.766 7.699 2.237
H -3.978 6.618 0.855
H -2.467 7.518 1.052
H -1.337 5.618 3.966
H -0.925 6.933 2.849
H -2.244 7.137 4.011
```

Properties
2S+1 ... 1
Kohn-Sham gap ... 9.30 eV
SMILES ... CCCCCCCCCCCCOC(=O)C[N+](C)(C)C
Charge ... +1
E_HOMO ... -11.9 eV

---

7.
# C9H16N3

A 2-piece molecular cluster, C9H16N3 overall (ωB97M-V/def2-TZVPD, OMol25).

The geometry in XYZ format:
```
28
Properties=species:S:1:pos:R:3
C -2.902 -1.405 1.506
C -1.952 -0.172 -0.377
N -2.979 -0.911 0.107
N -1.436 0.747 0.409
N -1.479 -0.484 -1.578
H -3.175 -1.653 -0.509
H -1.977 0.919 1.241
H -0.710 1.361 0.070
H -2.124 -0.748 -2.309
H -0.685 0.014 -1.959
H -1.874 -1.401 1.854
H -3.463 -2.325 1.556
H -3.524 -0.786 2.157
C 2.319 1.982 -1.684
C 1.943 0.989 -0.642
C 1.761 -0.368 -1.003
C 1.705 1.297 0.685
C 1.553 -1.327 -0.052
C 1.617 0.304 1.659
C 1.573 -1.034 1.326
H 2.622 2.952 -1.282
H 1.525 2.169 -2.413
H 2.016 -0.592 -2.035
H 1.682 2.339 0.998
H 1.411 -2.370 -0.270
H 1.751 0.600 2.688
H 1.582 -1.792 2.096
H 3.219 1.695 -2.239
```

Properties
2S+1 ... 1
Kohn-Sham gap ... 9.52 eV
Charge ... +1
E_HOMO ... -12.4 eV

---

The max |F| results, record by record, are as follows: 8.541 0.264 12.056 3.618 1.383 1.167 1.756 eV/A.